Molecular formula: C16H31EuF3O3P2S
Method: DFT, ωB97M-V/def2-TZVPD

The LUMO energy (spin up / spin down) is -0.015 / -0.015 Eh. The calculation puts the calculated total energy at -80125.6142 eV. As for the spin multiplicity: 8. Its strongest force on any atom is 4.60 eV/A. As for the charge: 0. The orbital gap (spin up / spin down) comes out at 0.2012 / 0.2014 Ha.

Positions of all 57 atoms, in Å:
P1 -0.335753 -1.548245 -2.242796
P2 0.329787 2.058894 -2.075306
C1 -0.098924 -0.349495 -3.697870
C2 0.865170 0.823670 -3.336494
H1 -1.108215 -0.021894 -4.038210
H2 0.392443 -0.900602 -4.532727
H3 1.849626 0.410613 -3.020994
H4 1.036860 1.445650 -4.243123
C3 -0.733701 3.230118 -2.985716
H5 -1.102169 3.998086 -2.285144
H6 -1.591758 2.714164 -3.453902
H7 -0.114628 3.703482 -3.763167
C4 1.765992 2.908125 -1.450738
H8 2.044758 3.656309 -2.221240
H9 2.591320 2.185020 -1.313741
H10 1.523937 3.409508 -0.495009
C5 -1.832243 -2.530973 -2.773756
H11 -1.930615 -3.449699 -2.165394
H12 -1.692416 -2.858860 -3.822306
H13 -2.766714 -1.953034 -2.718045
C6 0.875522 -2.830672 -2.994629
H14 1.836626 -2.340393 -3.226125
H15 0.489789 -3.275377 -3.929223
H16 1.050093 -3.643431 -2.273848
Eu1 0.759834 0.400952 3.792119
C7 -0.770921 1.302625 -0.922065
C8 -1.575965 0.076183 -1.394556
C9 -2.289904 -0.678731 -0.231574
C10 -1.393112 -1.783748 0.420608
C11 -0.185626 -2.131929 -0.439009
C12 0.924969 -1.288630 -0.933255
C13 1.209609 -0.051250 -0.005418
C14 0.038492 0.810978 0.314821
C15 0.263397 -2.033705 4.010539
H17 -1.408813 2.108237 -0.499647
H18 -2.348287 0.430258 -2.094554
H19 -3.186768 -1.218580 -0.624152
H20 -2.697673 0.008077 0.550093
H21 -1.161151 -1.577239 1.470691
H22 -1.982156 -2.724530 0.470139
H23 0.065326 -3.204900 -0.369737
H24 1.898506 -1.744997 -1.142803
H25 2.093778 0.476523 -0.392678
H26 1.565296 -0.422171 0.978562
H27 -0.748980 0.297361 0.917729
H28 0.358356 1.646008 0.978390
H29 1.080884 -2.049083 4.779644
H30 0.501255 -2.652235 3.134025
H31 -0.678390 -2.369079 4.460022
F1 -0.559724 1.726437 7.793058
C16 0.438061 1.162929 7.099064
F2 1.331048 0.621271 7.945114
F3 -0.112363 0.105256 6.356272
S1 1.216122 2.358012 5.877684
O1 1.503871 3.540208 6.645208
O2 2.330805 1.546666 5.322286
O3 0.175445 2.471839 4.792900

Atomic forces in eV per Å
-0.24 -0.08 1.03
-1.30 -1.38 -2.27
0.01 -0.01 -0.45
0.18 0.14 -0.32
0.74 0.03 0.18
-0.37 0.47 0.34
-0.62 0.24 -0.11
0.12 -0.29 0.41
0.46 0.27 0.06
0.10 -0.26 -0.33
0.50 0.08 0.33
-0.36 -0.03 0.16
0.39 0.50 0.14
-0.03 -0.33 0.55
-0.47 0.52 -0.04
0.24 -0.17 -0.48
-0.61 0.10 -1.21
0.20 0.57 -0.13
-0.25 0.15 0.31
0.17 -0.22 0.00
-0.15 -0.25 -0.20
-0.27 -0.23 0.07
0.11 0.15 0.34
0.07 0.18 -0.29
0.02 -1.16 -1.62
0.00 -0.58 2.72
-0.11 -1.14 -0.20
-0.43 0.12 0.00
0.03 -0.34 -0.22
-1.47 -2.68 -0.99
1.80 3.97 1.44
0.92 -1.72 -0.17
-1.04 1.00 0.71
-0.02 0.65 0.08
-0.01 -0.05 -0.44
0.22 -0.27 -0.13
0.68 0.68 0.00
0.16 -0.28 -0.34
0.05 0.20 0.08
0.25 0.49 -0.01
-0.06 0.48 0.28
-0.40 -0.27 0.34
-0.35 0.29 0.02
0.12 -0.31 -0.09
1.04 0.20 -0.34
-0.01 0.10 -0.49
-0.38 -0.59 -0.34
0.14 -0.05 0.36
0.28 -0.13 0.06
0.83 -0.41 -0.56
-0.55 -0.81 0.17
-0.73 0.64 -0.78
0.64 1.12 0.68
-0.24 0.72 -0.30
-0.08 -1.08 -0.82
-0.68 0.62 0.84
0.75 0.41 1.99

Here are the Mulliken charges for atoms 1 to 6, given in e:
1 P 2.247
2 P 0.936
3 C -1.416
4 C -0.992
5 H 0.347
6 H 0.543



Molecular formula: C4H3BrO
Method: DFT, ωB97M-V/def2-TZVPD

The LUMO energy is 0.026 Eh. The calculation puts the calculated total energy at -76279.9453 eV. Its strongest force on any atom is 6.54 eV/A. As for the energy relative to the best compared isomer or geometry (same formula, charge and spin): 114.3 kcal/mol. As for the charge: 0. The orbital gap comes out at 0.3058 Ha. Its SMILES is C=CC1=C(Br)O1.

Positions of all 9 atoms, in Å:
C1 1.060285 -0.319450 -0.206444
C2 -2.126293 -0.236008 0.034821
C3 -0.754614 -0.276050 -0.064813
C4 1.760372 0.726461 0.139274
O1 -1.705748 -1.541929 0.124556
Br1 -3.724948 0.604510 -0.015586
H1 1.325824 -1.285369 -0.580675
H2 1.330302 1.633138 0.522657
H3 2.834820 0.694697 0.046207

Atomic forces in eV per Å
-5.49 0.20 0.41
6.51 0.17 -0.62
-0.68 0.52 0.07
0.36 0.15 0.03
-0.57 -0.95 0.14
-0.29 0.05 0.05
0.20 -0.19 -0.09
-0.19 0.11 0.04
0.15 -0.06 -0.03

Here are the Mulliken charges for atoms 1 to 6, given in e:
1 C -0.136
2 C 0.253
3 C 0.048
4 C -0.568
5 O -0.454
6 Br -0.036



Molecular formula: C20H22N4O4
Method: DFT, ωB97M-V/def2-TZVPD

The LUMO energy is -0.033 Eh. The calculation puts the calculated total energy at -35246.3705 eV. Its strongest force on any atom is 1.32 eV/A. As for the energy relative to the best compared isomer or geometry (same formula, charge and spin): 75.5 kcal/mol. As for the charge: 0. The orbital gap comes out at 0.2668 Ha. Its SMILES is O=C(CCNC(=O)c1ccc([N+](=O)[O-])cc1)Nc1ccccc1N1CCCC1.

Positions of all 50 atoms, in Å:
O1 2.949964 0.456872 -3.154606
C1 1.784079 0.548219 -2.837721
N1 1.327948 0.802334 -1.583575
C2 2.034315 0.917982 -0.378122
C3 3.395167 0.670834 -0.281801
C4 4.020237 0.687730 0.953720
C5 3.283510 0.933305 2.097081
C6 1.928792 1.205300 2.007286
C7 1.284652 1.233260 0.775438
N2 -0.089265 1.470609 0.632489
C8 -0.971623 1.350720 1.776286
C9 -2.358943 1.653493 1.189888
H1 -2.896946 0.732297 0.975047
C10 -2.066251 2.425901 -0.110058
H2 -2.626791 3.355337 -0.179460
C11 -0.558753 2.670190 -0.049335
H3 -0.099114 2.804813 -1.027259
H4 -0.339439 3.567196 0.553159
H5 -2.307940 1.807136 -0.973772
H6 -2.953924 2.240363 1.887227
H7 -0.734200 2.089112 2.557950
H8 -0.896404 0.351220 2.205847
H9 1.370577 1.406785 2.907965
H10 3.761133 0.925968 3.065233
H11 5.079543 0.493135 1.018099
H12 3.953321 0.452632 -1.176990
H13 0.325637 0.826250 -1.447002
C12 0.643616 0.336769 -3.826664
H14 -0.211244 0.962800 -3.571288
H15 0.993252 0.591874 -4.826342
C13 0.207942 -1.139293 -3.822015
N3 -0.055007 -1.632097 -2.484593
C14 -1.084258 -1.169855 -1.743532
O2 -1.913804 -0.389007 -2.171223
C15 -1.142129 -1.690197 -0.340531
C16 0.003878 -1.884741 0.427480
C17 -0.107417 -2.308944 1.737377
C18 -1.368231 -2.547180 2.271544
C19 -2.520268 -2.349958 1.519166
C20 -2.399983 -1.911381 0.216486
H16 -3.274411 -1.731977 -0.390356
H17 -3.483971 -2.534610 1.968622
N4 -1.484828 -2.992464 3.640661
O3 -2.597862 -3.214449 4.064813
O4 -0.462407 -3.115053 4.279368
H18 0.765530 -2.452623 2.355621
H19 0.984222 -1.673844 0.027820
H20 0.628560 -2.237388 -2.061522
H21 0.987880 -1.760617 -4.261863
H22 -0.708341 -1.234754 -4.412043

Atomic forces in eV per Å
0.32 -0.09 -0.03
-0.51 0.08 -0.42
-0.24 0.28 0.42
0.17 0.01 0.10
0.11 -0.03 -0.14
-0.08 0.01 0.16
0.18 -0.03 0.04
-0.17 0.07 -0.10
0.31 -0.03 0.03
-0.16 -0.13 -0.17
-0.16 -0.22 0.16
0.02 0.00 0.06
-0.02 0.01 0.03
0.05 0.09 -0.06
-0.02 0.05 -0.04
-0.15 0.28 -0.14
0.04 0.01 0.01
0.06 -0.04 -0.05
0.01 0.04 -0.01
-0.04 -0.03 0.04
0.07 -0.05 -0.02
0.02 0.03 0.07
-0.10 0.03 0.07
0.04 0.00 0.09
0.10 -0.02 0.00
0.00 0.00 -0.04
0.07 0.02 -0.13
0.16 -0.14 0.01
0.00 -0.01 -0.03
0.03 0.06 0.07
-0.18 0.28 -0.10
0.10 -0.26 -0.11
0.29 -0.45 0.14
-0.22 0.22 -0.17
-0.11 0.03 0.29
-0.26 -0.05 -0.13
-0.11 -0.17 0.35
0.15 0.42 -1.24
0.07 -0.10 0.29
0.22 0.02 -0.13
-0.08 0.03 -0.03
-0.02 -0.01 -0.01
-0.02 -0.15 0.47
-0.26 -0.07 0.16
0.22 -0.05 0.20
0.03 0.01 0.01
0.11 0.06 -0.04
-0.13 0.00 0.05
-0.07 0.01 0.03
0.16 -0.04 0.00

Here are the Mulliken charges for atoms 1 to 6, given in e:
1 O -0.672
2 C 0.541
3 N 0.422
4 C -0.041
5 C -0.891
6 C -0.634



Molecular formula: C5H8N2S
Method: DFT, ωB97M-V/def2-TZVPD

The LUMO energy is 0.027 Eh. The calculation puts the calculated total energy at -19127.8722 eV. Its strongest force on any atom is 5.67 eV/A. As for the energy relative to the best compared isomer or geometry (same formula, charge and spin): 58.8 kcal/mol. As for the charge: 0. The orbital gap comes out at 0.3501 Ha. Its SMILES is CN(C)c1nccs1.

Positions of all 16 atoms, in Å:
C1 -2.214486 1.398965 0.044407
C2 -2.824206 0.255377 0.335394
C3 -0.589917 -0.044983 -0.344984
C4 1.367400 -1.338019 0.700094
C5 1.883013 0.389545 -0.961752
N1 -0.876506 1.233583 -0.253068
N2 1.030156 -0.679311 -0.540563
S1 -1.877423 -1.118496 -0.007519
H1 -2.691929 2.337428 0.388640
H2 -3.872796 0.179536 0.787816
H3 0.481330 -2.046933 0.958910
H4 2.311375 -1.872574 0.548085
H5 1.545332 -0.721211 1.542152
H6 1.450928 0.914799 -1.809061
H7 2.101310 1.174747 -0.221320
H8 2.776412 -0.062451 -1.167236

Atomic forces in eV per Å
0.56 0.80 1.43
-3.65 -1.15 0.82
3.89 0.40 0.02
-1.30 -1.86 -0.42
-1.69 1.63 0.94
0.85 -1.16 -0.80
-5.45 1.54 0.20
0.26 -0.11 0.12
0.83 -0.32 -0.87
1.72 -0.08 -0.99
1.94 0.92 -0.36
-0.30 -0.37 -0.09
-0.06 1.16 0.98
0.14 -0.26 -0.24
-0.29 -0.14 0.27
2.54 -0.99 -1.03

Here are the Mulliken charges for atoms 1 to 6, given in e:
1 C -0.459
2 C -0.054
3 C 0.415
4 C -0.888
5 C -0.895
6 N -0.442



Molecular formula: C3H4O2
Method: DFT, ωB97M-V/def2-TZVPD

The LUMO energy is 0.032 Eh. The calculation puts the calculated total energy at -7268.8994 eV. Its strongest force on any atom is 3.05 eV/A. As for the energy relative to the best compared isomer or geometry (same formula, charge and spin): 41.2 kcal/mol. As for the charge: 0. The orbital gap comes out at 0.4154 Ha. Its SMILES is C[C@@H]1OC1=O.

Positions of all 9 atoms, in Å:
C1 1.521257 0.154623 -0.092776
C2 0.184257 -0.167427 -0.598164
C3 -1.030805 0.111805 0.322203
O1 2.497901 0.824884 0.065526
O2 1.066158 -1.019170 0.231976
H1 -0.101597 -0.394153 -1.626538
H2 -0.828547 0.419080 1.346095
H3 -1.696316 -0.812393 0.596448
H4 -1.612312 0.882747 -0.244772

Atomic forces in eV per Å
0.49 1.29 -0.36
-1.90 0.68 2.28
-1.46 -0.35 -0.92
-0.82 -0.52 -0.10
1.18 -1.97 -0.27
0.66 -0.49 0.19
0.72 0.66 -0.31
1.22 1.29 -1.46
-0.08 -0.61 0.95

Here are the Mulliken charges for atoms 1 to 6, given in e:
1 C 0.553
2 C 0.107
3 C -1.006
4 O -0.513
5 O -0.337
6 H 0.326